# 1
{
  "formula": "C23H36HfN4O2P",
  "method": "ωB97M-V with the def2-TZVPD basis set",
  "multiplicity": 1,
  "orbital_gap_ev": 8.052,
  "charge": 3,
  "lumo_ev": -10.27,
  "elements": ["Hf", "C", "C", "N", "O", "C", "C", "N", "O", "H", "H", "H", "H", "H", "H", "H", "C", "C", "C", "C", "N", "C", "C", "C", "C", "C", "C", "N", "H", "H", "H", "H", "H", "H", "H", "H", "C", "C", "C", "P", "C", "C", "C", "C", "C", "C", "H", "H", "H", "H", "H", "H", "H", "H", "H", "H", "H", "H", "H", "H", "H", "H", "H", "H", "H", "H", "H"],
  "coordinates": [[0.3524, 0.5669, 0.4005], [0.3661, -3.8322, -2.5779], [0.2967, -2.6767, -1.6367], [-0.7837, -2.1104, -1.2308], [-1.9670, -2.5312, -1.6981], [1.5374, -2.0917, -1.0207], [2.8089, -2.8328, -0.9198], [1.3445, -0.8968, -0.5987], [2.1325, -0.1588, 0.2663], [-0.2823, -3.6775, -3.4436], [0.0522, -4.7566, -2.0842], [1.3757, -3.9842, -2.9515], [-1.8772, -3.2790, -2.3158], [3.3731, -2.7113, -1.8513], [2.6385, -3.8989, -0.7795], [3.4276, -2.4351, -0.1164], [-0.8002, 1.1732, -3.9337], [-1.6688, 2.2521, -3.8761], [-1.8775, 2.8845, -2.6575], [-1.2423, 2.4130, -1.5236], [-0.4189, 1.3344, -1.5730], [-0.2009, 0.7506, -2.7661], [-1.3163, 3.1058, -0.2218], [-2.0803, 4.2406, -0.0091], [-1.9797, 4.9247, 1.1935], [-1.0953, 4.4635, 2.1590], [-0.3899, 3.3101, 1.8990], [-0.5039, 2.6138, 0.7499], [-0.5868, 0.6731, -4.8675], [-2.1610, 2.6191, -4.7673], [-2.5223, 3.7492, -2.6133], [0.4961, -0.0723, -2.7739], [-2.7511, 4.6065, -0.7719], [-2.5647, 5.8188, 1.3658], [-0.9547, 4.9875, 3.0938], [0.3108, 2.9297, 2.6266], [-0.6783, -2.1521, 1.9994], [0.5000, -1.7238, 2.8844], [0.5324, -2.5002, 4.1986], [0.5041, 0.1358, 3.0069], [-0.6866, 0.7365, 4.3214], [-2.0850, 0.2147, 3.9712], [-0.3273, 0.4359, 5.7780], [2.3019, 0.6181, 3.2664], [2.6920, 1.8242, 2.3871], [2.7491, 0.8592, 4.7058], [-0.5121, -3.1558, 1.6062], [-0.8185, -1.4744, 1.1343], [-1.6177, -2.1720, 2.5490], [1.4305, -1.9332, 2.3434], [-0.3702, -2.3424, 4.7861], [1.4008, -2.2372, 4.8019], [0.5926, -3.5684, 3.9834], [-0.6936, 1.8227, 4.1943], [-2.1902, -0.8411, 4.2194], [-2.3422, 0.3579, 2.9172], [-2.8235, 0.7516, 4.5662], [-0.1100, -0.6131, 5.9614], [-1.1910, 0.6996, 6.3908], [0.5061, 1.0323, 6.1332], [2.8303, -0.2580, 2.8822], [2.5494, 2.7687, 2.9122], [2.1512, 1.8757, 1.4247], [3.7499, 1.7539, 2.1346], [2.2942, 1.7574, 5.1215], [3.8302, 1.0093, 4.7152], [2.5330, 0.0124, 5.3543]],
  "forces_ev_per_angstrom": [[-1.284, 0.719, 0.187], [0.050, -0.130, 0.007], [0.116, 0.112, 0.102], [0.336, 0.146, -0.169], [-0.172, 0.045, 0.088], [-0.340, -0.023, -0.084], [0.210, 0.038, 0.073], [-0.091, -1.085, -0.558], [1.515, -0.335, -0.219], [0.045, 0.016, -0.045], [-0.004, 0.001, -0.013], [-0.016, -0.003, -0.028], [0.088, -0.030, 0.012], [-0.034, -0.011, -0.014], [-0.035, 0.002, 0.007], [-0.009, -0.011, -0.012], [-0.054, 0.073, 0.046], [0.063, -0.042, 0.018], [-0.048, -0.010, 0.108], [-0.086, 0.115, -0.331], [-0.263, 0.276, 0.041], [0.074, -0.142, -0.117], [-0.034, 0.251, 0.147], [-0.057, -0.093, -0.074], [0.078, -0.034, 0.079], [-0.049, -0.012, -0.078], [-0.006, 0.033, 0.132], [-0.065, 0.417, -0.198], [0.037, -0.012, 0.014], [0.001, -0.019, -0.008], [0.007, -0.015, 0.011], [-0.022, -0.062, 0.013], [0.034, -0.001, -0.009], [-0.016, -0.006, -0.022], [0.012, -0.009, 0.004], [0.000, -0.021, -0.014], [0.250, -0.093, 0.360], [-0.176, 0.204, 0.016], [0.049, -0.065, -0.009], [0.265, -0.395, 1.221], [0.122, -0.065, -0.365], [-0.016, 0.032, 0.020], [0.008, 0.036, 0.066], [-0.296, 0.165, -0.065], [0.098, -0.267, 0.323], [0.081, -0.068, -0.011], [-0.025, 0.074, -0.154], [-0.195, -0.188, -0.131], [-0.029, 0.129, -0.075], [0.021, 0.057, -0.014], [-0.004, 0.003, -0.026], [-0.025, -0.009, 0.033], [0.032, 0.012, -0.009], [0.024, 0.008, -0.007], [0.014, 0.001, -0.028], [-0.039, -0.014, 0.000], [0.003, 0.013, -0.010], [-0.009, 0.028, -0.016], [-0.006, -0.008, -0.012], [0.032, -0.022, 0.002], [-0.068, -0.045, -0.046], [-0.134, 0.031, -0.087], [0.114, 0.225, -0.006], [-0.026, 0.068, -0.106], [-0.019, -0.009, 0.024], [-0.010, 0.004, -0.009], [-0.017, 0.022, 0.027]],
  "lowdin_charge": [1.7381, 0.0140, -0.2629, 0.0008, 0.0489, -0.2103, 0.0402, -0.1631, -0.2363, 0.1047, 0.1221, 0.0986, 0.1119, 0.1302, 0.1139, 0.1022, 0.0174, 0.0408, 0.0490, -0.1880, -0.0362, -0.0829, -0.1850, 0.0490, 0.0417, 0.0188, -0.1099, -0.0573, 0.1367, 0.1448, 0.1297, 0.1065, 0.1306, 0.1454, 0.1390, 0.0789, -0.1125, -0.5254, -0.0688, 1.0096, -0.4991, -0.0995, -0.0717, -0.5047, -0.1080, -0.0810, 0.1038, -0.0008, 0.0896, 0.0977, 0.0776, 0.0885, 0.1028, 0.0895, 0.0799, 0.0675, 0.1018, 0.0714, 0.1041, 0.0685, 0.1050, 0.0960, 0.0113, 0.1125, 0.0851, 0.1054, 0.0816]
}

# 2
{
  "formula": "C23H36N3O2PV",
  "method": "ωB97M-V with the def2-TZVPD basis set",
  "multiplicity": 2,
  "orbital_gap_ev": [5.070, 4.735],
  "charge": 4,
  "s_squared": 0.763,
  "lumo_ev": [-16.49, -16.49],
  "elements": ["N", "C", "C", "H", "H", "H", "N", "C", "C", "H", "H", "H", "N", "C", "C", "H", "H", "H", "V", "C", "O", "C", "O", "C", "C", "C", "C", "C", "C", "H", "H", "H", "H", "H", "H", "C", "C", "C", "P", "C", "C", "C", "C", "C", "C", "H", "H", "H", "H", "H", "H", "H", "H", "H", "H", "H", "H", "H", "H", "H", "H", "H", "H", "H", "H", "H"],
  "coordinates": [[-3.2121, -0.1058, -0.0129], [-4.3423, 0.1134, 0.1304], [-5.7580, 0.3654, 0.2832], [-6.3402, -0.5072, -0.0336], [-6.0508, 1.2285, -0.3192], [-5.9786, 0.5679, 1.3314], [0.2585, 3.9209, -1.1682], [0.7106, 4.9755, -1.3477], [1.3015, 6.2756, -1.5106], [0.5558, 6.9494, -1.9524], [2.1592, 6.1902, -2.1953], [1.6406, 6.6773, -0.5451], [1.4367, -2.1443, -1.8375], [2.3030, -2.3300, -2.6002], [3.3146, -2.6085, -3.6216], [4.3210, -2.3475, -3.2538], [3.1182, -2.0305, -4.5388], [3.3131, -3.6870, -3.8693], [-0.3065, 2.0260, -1.8679], [1.4616, 1.3215, -1.6893], [2.4777, 0.8069, -1.4273], [-0.8595, 1.5493, 0.1373], [-1.2011, 1.8213, 1.2246], [-2.2080, 2.2164, -2.8766], [-1.8528, 0.8698, -2.8005], [-0.5898, 0.4537, -3.2290], [0.2926, 1.3912, -3.7848], [-0.0577, 2.7496, -3.8314], [-1.3170, 3.1561, -3.3845], [-3.2074, 2.5206, -2.5521], [-2.5492, 0.1519, -2.3594], [-0.2725, -0.5901, -3.1311], [1.2485, 1.0771, -4.1965], [0.6209, 3.4956, -4.2317], [-1.5849, 4.2060, -3.4861], [-1.6520, -2.6066, 0.5704], [-1.2784, -1.7489, 1.7932], [-1.3587, -2.5201, 3.1018], [0.3655, -0.9531, 1.5506], [0.6998, 0.1182, 3.0407], [1.0628, -0.5818, 4.3479], [1.6897, 1.2245, 2.6354], [1.6826, -2.2215, 1.3308], [2.7225, -2.3465, 2.4488], [1.2123, -3.6197, 0.9248], [-1.4224, -3.6646, 0.7559], [-1.1603, -2.2678, -0.3531], [-2.7272, -2.5170, 0.4038], [-1.9688, -0.8866, 1.8312], [-0.5341, -3.2380, 3.2228], [-1.3545, -1.8542, 3.9703], [-2.3068, -3.0737, 3.0987], [-0.2798, 0.6032, 3.1924], [2.1477, -0.7045, 4.4554], [0.7051, 0.0615, 5.1645], [0.5727, -1.5563, 4.4628], [1.2184, 1.8966, 1.9086], [1.9572, 1.8313, 3.5146], [2.6018, 0.8241, 2.1674], [2.1637, -1.7615, 0.4384], [2.3114, -2.8404, 3.3408], [3.5136, -2.9939, 2.0489], [3.1805, -1.3976, 2.7516], [0.4584, -3.6096, 0.1394], [2.0862, -4.1252, 0.5020], [0.8451, -4.1965, 1.7867]],
  "forces_ev_per_angstrom": [[-0.948, 0.553, 0.073], [1.063, -0.338, -0.283], [-0.410, -0.028, 0.057], [0.156, 0.124, 0.015], [0.004, -0.076, 0.069], [-0.035, 0.037, -0.009], [0.393, 0.433, -0.591], [-0.234, -0.873, 0.803], [0.103, 0.311, -0.327], [0.136, -0.009, 0.120], [-0.167, 0.064, 0.192], [-0.131, -0.154, -0.153], [1.577, 0.104, -1.228], [-1.496, 0.057, 0.815], [0.431, -0.220, -0.079], [-0.413, -0.076, -0.078], [-0.029, -0.232, 0.368], [-0.098, 0.511, 0.132], [0.744, 2.080, 4.150], [5.468, -2.905, 2.033], [-3.809, 2.242, -1.335], [-2.436, 2.116, 5.000], [1.694, -1.652, -5.029], [-2.074, 0.093, -0.226], [-0.998, -0.801, -0.231], [-0.013, -1.730, -0.466], [0.679, 0.343, -1.845], [0.352, 0.048, -1.884], [-0.427, 0.725, -0.980], [0.382, -0.051, -0.053], [0.268, 0.258, -0.060], [-0.173, 0.349, -0.048], [-0.099, 0.044, 0.085], [0.108, -0.241, 0.020], [-0.045, -0.181, 0.373], [-0.361, -0.310, -0.202], [-1.433, 1.279, -2.516], [1.433, 0.060, 1.373], [0.680, -4.088, 4.968], [-0.489, 2.324, -1.011], [0.626, -1.329, 0.054], [0.221, 0.357, -0.076], [-0.465, 0.516, -1.075], [0.619, 0.685, 0.737], [-0.402, -0.161, -0.574], [-0.099, 0.425, -0.148], [-0.172, -0.234, 0.205], [0.160, -0.054, 0.084], [0.150, -0.322, 0.029], [-0.402, 0.016, -0.006], [-0.168, -0.181, -0.192], [0.027, 0.090, -0.400], [0.117, -0.211, -0.254], [-0.430, 0.043, 0.006], [-0.105, 0.107, -0.303], [0.323, 0.313, 0.212], [0.207, -0.003, 0.187], [-0.009, -0.293, -0.308], [-0.138, 0.116, 0.381], [0.445, -0.327, -0.103], [-0.060, 0.182, -0.372], [-0.163, 0.210, -0.037], [0.001, -0.324, -0.134], [0.307, -0.145, 0.119], [-0.086, 0.047, 0.176], [0.146, 0.286, -0.219]],
  "lowdin_spin": [0.0001, 0.0000, 0.0000, 0.0000, 0.0000, 0.0000, 0.0096, 0.0280, 0.0047, 0.0008, 0.0022, 0.0002, 0.0001, 0.0001, 0.0000, 0.0000, 0.0000, 0.0000, 0.8024, 0.0011, 0.0105, 0.0145, 0.0156, 0.0507, 0.0097, 0.0033, -0.0073, 0.0410, 0.0139, 0.0029, -0.0005, -0.0001, -0.0009, 0.0010, 0.0003, 0.0000, -0.0005, -0.0004, -0.0019, -0.0002, -0.0002, -0.0001, -0.0001, 0.0000, 0.0000, 0.0000, 0.0000, 0.0000, 0.0000, 0.0000, 0.0000, -0.0001, 0.0001, 0.0000, -0.0001, 0.0000, -0.0001, 0.0000, 0.0000, -0.0001, 0.0000, 0.0000, 0.0000, 0.0000, 0.0000, 0.0000]
}